{
  "formula": "C5H12N2O",
  "method": "ωB97M-V/def2-TZVPD",
  "charge": 0,
  "e_lumo_ha": 0.0322,
  "e_homo_ev": -8.3,
  "symbols": ["O", "C", "C", "C", "C", "C", "N", "N", "H", "H", "H", "H", "H", "H", "H", "H", "H", "H", "H", "H"],
  "xyz": [[-3.7372, 0.4963, 0.5399], [-2.7973, 1.1725, 0.2806], [-1.4356, 0.5842, -0.3109], [-0.9070, -0.5917, 0.4982], [0.4254, -1.1018, -0.2164], [2.9346, -0.9361, -0.0216], [1.6511, -0.6241, 0.5246], [-0.4633, 1.6463, -0.4687], [-2.8098, 2.1252, 0.7552], [-1.7032, 0.1589, -1.4007], [-0.7651, -0.1676, 1.5056], [-1.4228, -1.5046, 0.5478], [0.4361, -0.7059, -1.2295], [0.4368, -2.1915, -0.1914], [3.0228, -0.6315, -1.1433], [3.0746, -2.0092, -0.1234], [3.7145, -0.4630, 0.7404], [1.4208, 0.3257, 0.8413], [-0.4185, 2.2962, 0.2829], [-0.6567, 2.1217, -1.4106]],
  "lowdin_charge": [0.0655, -0.2203, -0.3864, -0.1380, -0.1995, -0.1831, -0.1737, 0.0217, 0.0992, 0.1823, 0.1223, 0.0891, 0.0911, 0.1034, 0.0876, 0.0537, 0.1164, 0.0883, 0.0591, 0.1213]
}



{
  "formula": "C18H40N2O4",
  "method": "ωB97M-V/def2-TZVPD",
  "charge": 0,
  "e_lumo_ha": 0.0255,
  "e_homo_ev": -7.9,
  "symbols": ["C", "C", "O", "C", "O", "O", "C", "C", "C", "O", "H", "H", "H", "H", "H", "H", "H", "H", "H", "H", "C", "C", "N", "C", "C", "C", "C", "H", "H", "H", "H", "H", "H", "H", "H", "H", "H", "H", "H", "H", "H", "H", "C", "C", "N", "C", "C", "C", "C", "H", "H", "H", "H", "H", "H", "H", "H", "H", "H", "H", "H", "H", "H", "H"],
  "xyz": [[-0.9546, -0.2618, 3.7541], [-0.1899, -0.4851, 2.4656], [1.0076, -1.2318, 2.7613], [1.3519, -2.1583, 1.8683], [1.1813, -2.1024, 0.6831], [1.9573, -3.1587, 2.5224], [2.4847, -4.1922, 1.7118], [2.5155, -5.4680, 2.5041], [1.2388, -5.8055, 3.3458], [2.7111, -5.4920, 3.8375], [-1.0762, -1.1923, 4.3097], [-0.4177, 0.4600, 4.3724], [-1.9314, 0.1654, 3.5160], [0.0979, 0.4743, 2.0284], [-0.7891, -1.0080, 1.7191], [1.8556, -4.3603, 0.8373], [3.5069, -3.9392, 1.4063], [2.9615, -6.3184, 1.9818], [0.8108, -6.1165, 4.2938], [1.2863, -6.8666, 2.9864], [-3.7811, 0.3595, -1.2848], [-4.7290, 0.6776, -0.1383], [-4.2145, 1.6984, 0.7588], [-4.9759, 1.8169, 1.9905], [-6.4341, 2.2851, 1.9002], [-3.8260, 2.9531, 0.1347], [-4.8880, 3.7242, -0.6606], [-2.7954, 0.0832, -0.9074], [-4.1728, -0.4778, -1.8636], [-3.6646, 1.2006, -1.9688], [-4.8743, -0.2287, 0.4562], [-5.7152, 0.9331, -0.5579], [-4.4317, 2.4800, 2.6691], [-4.9657, 0.8349, 2.4751], [-6.5115, 3.3535, 1.7038], [-6.9365, 2.0962, 2.8509], [-6.9866, 1.7507, 1.1269], [-2.9855, 2.7488, -0.5324], [-3.4165, 3.5968, 0.9173], [-5.4688, 3.0639, -1.3066], [-4.4008, 4.4617, -1.3010], [-5.5806, 4.2633, -0.0163], [5.2951, -1.3459, -2.9810], [5.1354, 0.1656, -3.0432], [3.8171, 0.5818, -3.4882], [3.7375, 1.9940, -3.8131], [3.9386, 3.0130, -2.6841], [2.6999, 0.0373, -2.7312], [2.6446, 0.3072, -1.2227], [5.0487, -1.7999, -3.9418], [6.3288, -1.5961, -2.7380], [4.6620, -1.7944, -2.2148], [5.8581, 0.5644, -3.7609], [5.4101, 0.5874, -2.0626], [2.7694, 2.1751, -4.2887], [4.4869, 2.1882, -4.5872], [3.0736, 3.0710, -2.0248], [4.0868, 4.0066, -3.1122], [4.8167, 2.7829, -2.0796], [2.6896, -1.0447, -2.8809], [1.7789, 0.3938, -3.1999], [3.6174, 0.1631, -0.7483], [1.9480, -0.3856, -0.7519], [2.3039, 1.3175, -0.9958]],
  "lowdin_charge": [-0.0587, -0.2060, 0.0403, -0.5782, 0.1226, 0.0600, -0.1208, -0.3241, 0.0181, -0.0519, 0.0833, 0.0789, 0.0722, 0.1259, 0.1221, 0.1380, 0.1457, 0.1503, 0.1157, 0.0726, -0.0881, -0.2762, -0.2032, -0.2580, -0.0851, -0.2489, -0.0815, 0.0751, 0.0734, 0.0646, 0.1164, 0.1010, 0.1099, 0.1059, 0.0552, 0.0702, 0.0662, 0.0993, 0.1134, 0.0670, 0.0713, 0.0538, -0.0922, -0.2779, -0.2028, -0.2539, -0.0874, -0.2417, -0.0744, 0.0792, 0.0712, 0.0613, 0.1161, 0.1005, 0.1101, 0.1078, 0.0539, 0.0684, 0.0650, 0.1009, 0.1141, 0.0706, 0.0476, 0.0559]
}



{
  "formula": "C7H8N",
  "method": "ωB97M-V/def2-TZVPD",
  "charge": 1,
  "e_lumo_ha": -0.1347,
  "e_homo_ev": -14.1,
  "symbols": ["C", "C", "C", "C", "C", "C", "C", "N", "H", "H", "H", "H", "H", "H", "H", "H"],
  "xyz": [[1.4582, -1.1182, -0.0211], [2.5300, -1.8106, 0.0745], [-2.0874, -0.7826, -0.0883], [0.4658, -0.2921, -0.0115], [-3.1388, -1.3132, 0.1954], [-0.8981, 0.0168, -0.4433], [0.2922, 2.1939, -0.1516], [-0.1590, 0.8768, 0.5698], [2.5541, -2.8123, 0.4470], [3.4646, -1.4568, -0.2914], [-3.9503, -1.9706, 0.3092], [-1.2415, 0.3346, -1.4391], [-0.6671, 2.6655, -0.1094], [1.0810, 2.5709, 0.5774], [0.7942, 2.0621, -1.1843], [-0.4978, 0.8356, 1.5667]],
  "lowdin_charge": [0.0328, 0.1051, -0.0517, -0.1642, 0.1758, -0.1677, 0.0619, 0.0295, 0.0895, 0.0855, 0.0441, 0.1706, 0.0890, 0.1237, 0.1490, 0.2271]
}



{
  "formula": "C43H48N7O4SSiTi",
  "method": "ωB97M-V/def2-TZVPD",
  "multiplicity": 2,
  "charge": 0,
  "e_lumo_ha": [0.0009, -0.0237],
  "e_homo_ev": [-6.3, -6.7],
  "symbols": ["Ti", "O", "C", "C", "C", "C", "C", "C", "C", "O", "N", "N", "C", "C", "C", "C", "C", "C", "N", "H", "H", "H", "H", "H", "H", "H", "H", "H", "H", "C", "O", "C", "C", "C", "C", "C", "C", "N", "N", "C", "C", "O", "C", "C", "C", "C", "C", "C", "C", "C", "H", "H", "H", "H", "H", "H", "H", "H", "H", "H", "H", "H", "H", "S", "C", "N", "C", "C", "C", "N", "H", "H", "H", "H", "C", "Si", "C", "C", "C", "C", "C", "C", "C", "C", "H", "H", "H", "H", "H", "H", "H", "H", "H", "H", "H", "H", "H", "H", "H", "H", "H", "H", "H", "H", "H"],
  "xyz": [[0.1541, -0.2155, 0.0891], [2.4838, -2.8078, -2.5769], [3.2392, -1.8600, -3.1848], [4.1936, -2.2281, -4.1323], [4.9821, -1.2786, -4.7500], [4.8317, 0.0642, -4.4286], [3.8771, 0.4315, -3.4981], [3.0616, -0.5077, -2.8627], [2.0429, -0.0386, -1.8872], [1.4054, -0.9087, -1.1214], [1.8253, 1.2373, -1.7689], [0.8317, 1.4366, -0.7844], [0.9199, 2.5204, 0.0355], [0.1258, 2.5327, 1.1345], [0.4000, 3.2657, 2.3424], [0.0435, 2.7519, 3.5323], [-0.5670, 1.4256, 3.5644], [-1.0052, 0.8390, 2.4499], [-0.9502, 1.5073, 1.1550], [2.6687, -3.6614, -2.9826], [4.3074, -3.2785, -4.3804], [5.7190, -1.5896, -5.4804], [5.4537, 0.8150, -4.8980], [3.7426, 1.4727, -3.2355], [1.6665, 3.2861, -0.1498], [1.0089, 4.1631, 2.2758], [0.2935, 3.2559, 4.4563], [-0.6206, 0.8774, 4.4965], [-1.4239, -0.1515, 2.4691], [3.1415, 0.7746, 1.2994], [1.9210, 0.0441, 1.5004], [2.0060, -1.0116, 2.4037], [2.9612, -1.0765, 3.3975], [2.9989, -2.1887, 4.2301], [2.0791, -3.2109, 4.0586], [1.1170, -3.1280, 3.0604], [1.0782, -2.0288, 2.2161], [0.1584, -1.8681, 1.1544], [-0.4731, -3.0088, 0.8317], [-1.3634, -3.0423, -0.1885], [-1.8187, -1.9561, -0.9545], [-1.3225, -0.7284, -0.7002], [-2.8325, -2.0985, -1.9148], [-3.4000, -3.3126, -2.1408], [-2.9554, -4.4731, -1.4335], [-3.5091, -5.7467, -1.6947], [-3.0440, -6.8620, -1.0514], [-1.9966, -6.7420, -0.1179], [-1.4536, -5.5153, 0.1629], [-1.9281, -4.3521, -0.4796], [3.3125, 1.4492, 2.1362], [3.0324, 1.3387, 0.3829], [3.9665, 0.0732, 1.1964], [3.6738, -0.2765, 3.5374], [3.7560, -2.2514, 5.0001], [2.1071, -4.0791, 4.7049], [0.3868, -3.9104, 2.9127], [-3.1279, -1.2232, -2.4792], [-4.1851, -3.4166, -2.8807], [-4.3076, -5.8251, -2.4242], [-3.4738, -7.8335, -1.2639], [-1.6151, -7.6258, 0.3789], [-0.6447, -5.4186, 0.8733], [-0.3743, -0.8062, -4.0718], [-0.6480, 0.7434, -4.6093], [0.1091, 1.7825, -4.1093], [-0.0880, 3.0741, -4.4134], [-1.0561, 3.4193, -5.2956], [-1.7952, 2.3420, -5.8327], [-1.6210, 1.0824, -5.5264], [0.8173, 1.5393, -3.4116], [0.5606, 3.7855, -3.9179], [-1.2478, 4.4463, -5.5645], [-2.5774, 2.5447, -6.5606], [-2.4706, 1.8830, -1.4724], [-2.5401, 2.1531, 0.3746], [-4.0113, 1.1669, 1.0982], [-4.3235, 1.5985, 2.5430], [-3.8103, -0.3576, 1.0523], [-5.2786, 1.4020, 0.2464], [-2.7111, 4.0754, 0.5616], [-1.6338, 4.8160, -0.2625], [-4.0711, 4.5066, -0.0202], [-2.6452, 4.6355, 1.9933], [-3.2037, 1.1317, -1.7791], [-1.4942, 1.5239, -1.7953], [-2.6947, 2.8051, -2.0110], [-3.4528, 1.5494, 3.1989], [-5.0942, 0.9394, 2.9584], [-4.7135, 2.6172, 2.5807], [-2.9129, -0.7225, 1.5444], [-3.7911, -0.7228, 0.0262], [-4.6650, -0.8309, 1.5499], [-5.5744, 2.4419, 0.1694], [-6.1101, 0.8579, 0.7095], [-5.1591, 1.0126, -0.7677], [-1.5944, 4.4884, -1.3057], [-0.6377, 4.7033, 0.1614], [-1.8777, 5.8856, -0.2614], [-4.2802, 4.0787, -1.0054], [-4.0691, 5.5974, -0.1280], [-4.8952, 4.2549, 0.6467], [-1.7185, 4.3826, 2.4999], [-3.4689, 4.2845, 2.6143], [-2.7118, 5.7302, 1.9520]],
  "mulliken_spin": [0.1315, 0.0006, -0.0020, 0.0011, -0.0008, 0.0009, -0.0026, 0.0010, -0.0075, -0.0268, 0.0088, -0.0034, 0.0048, 0.0025, 0.0138, -0.0070, 0.0348, -0.0034, -0.0088, 0.0000, 0.0001, -0.0001, 0.0000, -0.0002, 0.0001, -0.0003, 0.0010, -0.0029, 0.0064, -0.0010, 0.0009, 0.0123, -0.0115, 0.0217, -0.0056, 0.0534, -0.0449, 0.0401, 0.4850, -0.0227, 0.2020, 0.0716, -0.0991, 0.1547, -0.0255, 0.0394, -0.0348, 0.0413, -0.0295, -0.0134, 0.0003, -0.0006, 0.0007, -0.0007, 0.0015, -0.0006, 0.0045, 0.0069, 0.0069, 0.0013, -0.0017, 0.0024, 0.0036, -0.0008, -0.0003, 0.0004, 0.0001, -0.0001, 0.0000, -0.0002, 0.0004, 0.0000, 0.0000, 0.0000, -0.0038, -0.0049, 0.0010, -0.0006, 0.0016, 0.0001, -0.0005, 0.0014, 0.0004, -0.0012, 0.0008, 0.0031, 0.0001, 0.0006, 0.0000, -0.0002, -0.0041, 0.0068, -0.0009, 0.0000, 0.0000, 0.0002, -0.0002, -0.0004, 0.0000, 0.0000, 0.0000, 0.0000, 0.0006, 0.0002, -0.0001]
}



no.,E_tot (eV),largest force on an atom (eV Å⁻¹)
1,-10405.167,3.59
2,-30480.331,3.93
3,-8865.482,2.74
4,-105820.846,1.92